(1)
This record from OMol25 describes 2 unconnected molecules or ions with the total composition C5H13N3O6P at a distorted geometry. The level of theory is ωB97M-V with the def2-TZVPD basis set.

Its energy is -1155.30914 hartree. The value obtained for the HOMO energy is -2.92 eV. Its largest force on an atom is 0.0794 Eh/bohr. Its molecular weight is 242.15 g mol⁻¹. Its energy relative to the best compared isomer or geometry (same formula, charge and spin) is 167.22 kJ/mol. The LUMO energy comes out at 2.75 eV. As for the HOMO-LUMO gap: 0.2080 Eh.

```
! wB97M-V def2-TZVPD RIJCOSX def2/J DEFGRID3
* xyz -1 1
C -1.879 0.907 -1.187
C -3.302 -0.204 0.514
C -1.240 0.981 1.105
C -1.206 -1.210 -0.219
C 2.801 -0.929 -0.062
N 3.699 -0.748 -0.956
N 2.483 -2.333 0.381
N -1.849 0.092 0.043
O 3.318 -3.182 0.044
O 1.458 2.329 1.119
O 1.287 1.407 -1.398
O 1.521 -2.542 1.127
O 3.625 1.811 -0.313
O 2.099 -0.081 0.557
P 1.994 1.568 -0.075
H -0.900 0.653 -1.519
H -2.801 0.596 -1.792
H -1.884 1.932 -0.754
H -3.865 0.697 0.633
H -3.911 -0.892 -0.168
H -3.188 -0.662 1.588
H -0.114 1.102 0.924
H -1.633 2.061 1.283
H -1.189 0.575 2.208
H -1.517 -1.964 0.626
H -1.524 -1.591 -1.179
H 3.902 1.220 -1.025
H 3.814 -1.592 -1.505
*
```

(2)
This record from OMol25 describes 2 unconnected molecules or ions with the total composition C5H13N3S2 at a distorted geometry. The level of theory is ωB97M-V with the def2-TZVPD basis set.

Its energy is -1158.27877 hartree. The value obtained for the HOMO energy is -16.71 eV. Its largest force on an atom is 0.0702 Eh/bohr. Its molecular weight is 179.31 g mol⁻¹. Its energy relative to the best compared isomer or geometry (same formula, charge and spin) is 0.00 kJ/mol. The LUMO energy comes out at -7.16 eV. As for the HOMO-LUMO gap: 0.3509 Eh.

```
! wB97M-V def2-TZVPD RIJCOSX def2/J DEFGRID3
* xyz 2 1
C -2.294 -1.723 -0.536
C 3.554 1.115 -0.403
C -4.386 0.186 1.251
C 5.106 -0.650 0.652
C -3.039 0.445 0.582
N -2.546 -0.728 -0.031
N -2.274 -2.851 -1.076
N 4.740 0.595 -0.079
S 1.980 0.569 -0.283
S 1.820 -1.360 0.380
H 3.652 2.149 -0.756
H -5.226 0.171 0.488
H -4.280 -0.795 1.897
H -4.700 1.098 1.911
H 4.075 -1.204 0.804
H 5.970 -1.151 0.189
H 5.321 -0.234 1.685
H -2.272 0.618 1.422
H -3.184 1.335 -0.103
H -1.664 -3.564 -0.792
H -3.081 -3.107 -1.658
H 5.525 1.085 -0.500
H 2.164 -1.208 1.635
*
```

(3)
This record from OMol25 describes a gas-phase ion, C5H13N4 (charge +1) at a distorted geometry. The level of theory is ωB97M-V with the def2-TZVPD basis set.

Its energy is -416.89351 hartree. The value obtained for the HOMO energy is -14.13 eV. Its largest force on an atom is 0.0977 Eh/bohr. Its molecular weight is 129.19 g mol⁻¹. Its energy relative to the best compared isomer or geometry (same formula, charge and spin) is 565.54 kJ/mol. The LUMO energy comes out at -2.80 eV. As for the HOMO-LUMO gap: 0.4161 Eh. As for the structure (SMILES): C/N=C/N1C[N@+]1(C)NC.

```
! wB97M-V def2-TZVPD RIJCOSX def2/J DEFGRID3
* xyz 1 1
C 3.191 -0.343 -0.097
N 1.726 -0.264 -0.106
C 1.238 0.798 0.285
N -0.035 1.186 0.210
C -1.060 0.806 1.185
N -1.201 0.412 -0.167
C -2.101 1.190 -1.007
N -1.305 -0.890 -0.657
C -0.811 -1.834 0.284
H 3.745 0.582 -0.259
H 3.625 -0.779 0.844
H 3.503 -1.115 -0.765
H 1.910 1.608 0.653
H -0.908 0.049 1.924
H -1.747 1.643 1.398
H -3.073 1.577 -0.502
H -1.545 2.054 -1.512
H -2.403 0.553 -1.720
H -0.725 -1.100 -1.488
H 0.115 -1.353 0.787
H -1.635 -2.070 1.056
H -0.502 -2.708 -0.344
*
```

(4)
This record from OMol25 describes a gas-phase ion, C5H13N4 (charge +1) at a distorted geometry. The level of theory is ωB97M-V with the def2-TZVPD basis set.

Its energy is -416.79560 hartree. The value obtained for the HOMO energy is -12.64 eV. Its largest force on an atom is 0.1175 Eh/bohr. Its molecular weight is 129.19 g mol⁻¹. Its energy relative to the best compared isomer or geometry (same formula, charge and spin) is 822.62 kJ/mol. The LUMO energy comes out at -3.94 eV. As for the HOMO-LUMO gap: 0.3197 Eh.

```
! wB97M-V def2-TZVPD RIJCOSX def2/J DEFGRID3
* xyz 1 1
C -1.665 1.224 -0.886
C 0.762 0.832 -0.360
C 0.417 -0.065 0.703
C 0.495 0.833 1.985
C -1.171 -1.085 -1.593
N -1.019 -0.265 0.702
N 1.881 1.137 -0.909
N 1.255 -1.277 0.773
N -1.678 -0.182 -0.493
H -1.450 1.238 -1.958
H 1.327 1.526 2.047
H 0.289 0.175 2.782
H -0.192 1.675 1.651
H -0.249 -0.762 -1.953
H -1.231 -2.105 -1.218
H -1.918 -1.155 -2.462
H -1.357 -1.042 1.345
H 2.093 1.880 -1.454
H 2.757 0.730 -0.497
H 1.127 -1.733 1.582
H 2.206 -1.104 0.460
H -2.680 -0.474 -0.246
*
```

(5)
This record from OMol25 describes a gas-phase ion, C5H13N4 (charge +1) at a distorted geometry. The level of theory is ωB97M-V with the def2-TZVPD basis set.

Its energy is -416.95906 hartree. The value obtained for the HOMO energy (spin up / spin down) is -13.83 / -13.54 eV. Its largest force on an atom is 0.1070 Eh/bohr. Its molecular weight is 129.19 g mol⁻¹. Its energy relative to the best compared isomer or geometry (same formula, charge and spin) is 393.43 kJ/mol. The LUMO energy (spin up / spin down) comes out at -4.75 / -5.66 eV. As for the HOMO-LUMO gap (spin up / spin down): 0.3338 / 0.2895 Eh.

```
! wB97M-V def2-TZVPD RIJCOSX def2/J DEFGRID3
* xyz 1 1
C -2.191 0.329 -0.036
C 1.204 -1.081 -0.378
C -0.270 -1.302 -0.217
C 1.488 0.224 0.465
C 2.982 0.557 0.208
N -2.459 1.530 -0.307
N -1.025 -0.172 -0.557
N -3.056 -0.539 0.586
N 0.738 1.271 -0.165
H 1.747 -1.923 -0.166
H 1.403 -0.768 -1.336
H -0.453 -1.996 -1.007
H -0.394 -1.593 0.767
H 1.212 0.068 1.515
H 3.081 0.607 -0.921
H 3.378 -0.315 0.756
H 3.004 1.570 0.763
H -3.414 1.804 -0.106
H -3.846 -0.347 1.231
H -2.580 -1.471 0.844
H -1.771 2.138 -0.791
H 1.223 1.411 -1.150
*
```

(6)
This record from OMol25 describes a molecular structure, C5H13NNbS at a distorted geometry. The level of theory is ωB97M-V with the def2-TZVPD basis set.

Its energy is -708.05471 hartree. The value obtained for the HOMO energy is -4.77 eV. Its largest force on an atom is 0.0550 Eh/bohr. Its molecular weight is 212.14 g mol⁻¹. The LUMO energy comes out at 2.42 eV. As for the HOMO-LUMO gap: 0.2641 Eh.

```
! wB97M-V def2-TZVPD RIJCOSX def2/J DEFGRID3
* xyz -1 1
C -2.055 0.032 0.935
C -1.208 -1.271 0.925
C -0.502 -1.586 -0.426
C 0.311 -0.396 -1.060
Nb 1.834 0.627 0.282
N 2.039 2.342 -1.018
C 1.015 2.746 -1.485
S -0.131 2.990 -2.615
H -2.351 0.215 1.993
H -1.511 0.908 0.541
H -3.020 -0.073 0.388
H -0.499 -1.296 1.778
H -1.923 -2.110 1.115
H -1.306 -1.860 -1.157
H 0.100 -2.506 -0.278
H -0.430 0.282 -1.534
H 0.904 -0.843 -1.900
H 3.246 -0.182 -0.601
H 3.109 1.339 1.413
H 0.555 1.441 1.313
H 1.824 -0.802 1.392
*
```

(7)
This record from OMol25 describes 2 unconnected molecules or ions with the total composition C5H13NO at a distorted geometry. The level of theory is ωB97M-V with the def2-TZVPD basis set.

Its energy is -328.14776 hartree. The value obtained for the HOMO energy (spin up / spin down) is 1.07 / -4.88 eV. Its largest force on an atom is 0.0806 Eh/bohr. Its molecular weight is 103.16 g mol⁻¹. As for the expectation value of S²: 0.750. Its energy relative to the best compared isomer or geometry (same formula, charge and spin) is 328.50 kJ/mol. The LUMO energy (spin up / spin down) comes out at 3.36 / 3.29 eV. As for the HOMO-LUMO gap (spin up / spin down): 0.0841 / 0.3004 Eh.

```
! wB97M-V def2-TZVPD RIJCOSX def2/J DEFGRID3
* xyz -1 2
C -1.293 0.392 1.388
C -0.135 0.094 0.392
N 1.145 -0.858 -2.185
C 1.025 -1.658 -1.057
C 0.249 -1.288 0.006
C 1.675 -3.118 -1.057
H -1.981 -0.498 1.619
H -0.975 1.015 2.256
H -2.081 0.947 0.922
H 0.806 0.634 0.701
H -0.683 0.638 -0.383
H 0.557 -0.990 -2.953
H 0.976 0.038 -1.921
H -0.253 -2.193 0.317
H 2.753 -2.878 -0.840
H 1.166 -3.625 -0.235
H 1.209 -3.680 -1.808
H -1.724 5.339 2.804
H -1.367 4.265 1.714
O -1.942 5.058 1.884
*
```

(8)
This record from OMol25 describes 2 unconnected molecules or ions with the total composition C5H13NO at a distorted geometry. The level of theory is ωB97M-V with the def2-TZVPD basis set.

Its energy is -328.15273 hartree. The value obtained for the HOMO energy (spin up / spin down) is 1.21 / -6.13 eV. Its largest force on an atom is 0.0610 Eh/bohr. Its molecular weight is 103.16 g mol⁻¹. As for the expectation value of S²: 0.751. Its energy relative to the best compared isomer or geometry (same formula, charge and spin) is 315.47 kJ/mol. The LUMO energy (spin up / spin down) comes out at 3.47 / 3.45 eV. As for the HOMO-LUMO gap (spin up / spin down): 0.0829 / 0.3521 Eh.

```
! wB97M-V def2-TZVPD RIJCOSX def2/J DEFGRID3
* xyz -1 2
C 2.215 1.723 0.335
C 1.418 0.440 -0.073
C 0.550 0.407 -1.333
C -0.905 -0.036 -1.124
C -1.809 0.414 -2.033
N 2.307 -0.806 -0.033
H 1.748 2.618 -0.278
H 3.296 1.567 0.216
H 2.036 1.772 1.505
H 0.790 0.336 0.730
H 0.560 1.464 -1.796
H 0.873 -0.388 -2.032
H -0.764 -1.079 -0.608
H -2.888 0.195 -1.935
H -1.438 1.306 -2.469
H 2.868 -1.066 0.859
H 2.876 -0.853 -0.864
H -5.181 -2.637 3.111
H -3.984 -2.341 4.032
O -4.568 -3.038 3.791
*
```